The following is a DFT calculation (ωB97M-V with the def2-TZVPD basis set) of C3H10N3O7Sn2 as an isolated structure in a non-equilibrium geometry.

Its HOMO-LUMO gap is 4.62 eV. For the energy above the lowest of the compared OMol25 structures with the same formula, charge and spin, the calculation gives 48.9 kJ/mol. As for the charge: +3.

Geometry as XYZ:
```
25
C3H10N3O7Sn2 | the OMol25 dataset | ωB97M-V with the def2-TZVPD basis set
Sn -1.284 0.348 3.567
Sn 3.159 1.754 2.197
O 0.642 0.762 1.562
H 0.292 0.382 0.746
C 1.170 0.212 -2.136
N 2.652 0.247 -2.030
O 3.176 0.289 -0.901
O 3.232 0.141 -3.061
H 0.843 0.806 -2.982
H 0.667 0.609 -1.259
H 0.917 -0.845 -2.223
C -4.490 1.573 0.592
N -3.146 2.231 0.415
O -2.140 1.612 0.860
O -3.085 3.207 -0.243
H -4.959 2.180 1.365
H -4.370 0.541 0.901
H -5.003 1.622 -0.363
C 1.150 -2.373 0.808
N 2.355 -2.692 -0.027
O 3.395 -2.791 0.576
O 2.192 -2.715 -1.217
H 0.406 -1.878 0.189
H 1.490 -1.851 1.691
H 0.737 -3.371 0.971
```